Entry from the OMol25 dataset: an isolated ion of composition C5H13BBrO2S and charge -1 (ωB97M-V with the def2-TZVPD basis set).

```
! RIJCOSX wB97M-V def2-TZVPD def2/J DEFGRID3
* xyz -1 1
Br -1.23701 -1.99465 -1.27496
S -1.98572 0.87234 0.16861
O -2.74300 1.99455 -0.37630
O -1.17757 1.16596 1.34863
C 1.33784 -0.19549 0.17894
C 2.26456 -1.35043 -0.22843
C 2.10821 0.85012 1.01159
C 0.61719 0.41206 -1.04320
C -3.23033 -0.27911 0.72147
B -0.94164 0.06796 -1.24670
H -2.75692 -1.12806 1.20573
H 2.80679 -1.12345 -1.14800
H 1.79227 1.86427 0.77041
H -1.39660 0.49726 -2.26902
H 0.69366 1.50484 -1.02010
H 1.12137 0.09935 -1.96521
H 1.69063 -2.26252 -0.39955
H 2.98244 -1.56252 0.56858
H -3.79861 -0.59539 -0.14909
H 1.94047 0.70882 2.07933
H -3.84605 0.28644 1.41866
H 3.18298 0.78740 0.81562
H 0.57501 -0.61972 0.83301
*
```

Kohn-Sham gap = 8.544 eV
HOMO energy = -5.25 eV
F_max = 0.52 eV/A
Total energy = -3345.95681 a.u.

Atomic partial charges in e from the Mulliken method, atoms 1 to 8: atom 1 (Br): -0.430, atom 2 (S): 1.052, atom 3 (O): -0.731, atom 4 (O): -0.697, atom 5 (C): 1.595, atom 6 (C): -1.695, atom 7 (C): -1.538, atom 8 (C): -1.334